The following is a DFT calculation (wB97M-V/def2-TZVPD) of a structure of composition C29H56N10O5Tb at a distorted geometry.

Properties
2S+1: 7
E_tot in Ha: -2886.79188
Lowest unoccupied orbital energy (spin up / spin down) in eV: -1.7 / -1.7
HOMO (spin up / spin down) in eV: -10.97 / -10.90
Charge: +1

```
101
Properties=species:S:1:pos:R:3:forces:R:3
Tb -0.655263 -0.353308 0.002408 1.26 1.92 -1.13
C -0.317215 2.581139 2.103004 0.08 -0.03 -0.06
N 0.814096 3.078576 1.343657 -0.13 0.19 0.01
C 1.818558 3.774251 2.128353 -0.05 0.05 0.03
C 0.896574 2.947582 -0.009786 -0.03 0.05 0.03
N 0.248852 2.002520 -0.633045 0.10 -0.16 -0.11
C -0.078694 2.241579 -2.041182 -0.18 0.04 0.00
C 0.245919 1.067309 -2.969357 -0.03 0.23 0.27
N -0.113628 -0.250287 -2.406233 0.11 -0.10 -0.44
C 0.970256 -1.227455 -2.604587 0.18 -0.01 0.02
C 2.219563 -0.917086 -1.802129 -0.05 0.03 0.13
N 1.964218 -0.818963 -0.355632 -0.08 -0.07 -0.05
C 2.995585 -1.075617 0.407515 0.06 0.12 -0.26
N 3.093245 -0.624266 1.678474 -0.21 -0.01 0.16
C 2.374865 0.537390 2.162586 0.15 -0.14 -0.08
C 3.712760 -1.410722 2.735644 0.01 0.00 0.09
N 4.118935 -1.754934 -0.067429 0.02 -0.06 0.30
C 5.446092 -1.278175 0.274573 0.05 -0.03 -0.05
C 4.032228 -3.160543 -0.414388 -0.08 0.07 -0.14
C -1.365974 -0.798610 -2.961927 -0.25 0.13 0.03
C -2.593255 0.086891 -2.695163 0.07 -0.08 0.04
N -2.503209 0.690877 -1.378963 0.05 0.01 -0.28
C -3.507851 0.976516 -0.630866 0.40 0.23 -0.03
N -3.082823 1.618451 0.593079 -0.32 -0.26 0.26
C -3.362580 3.050568 0.469969 0.18 0.07 -0.10
C -3.524520 1.129648 1.908187 -0.06 -0.03 0.00
N -4.825766 0.884583 -0.933761 -0.20 -0.08 -0.09
C -5.358389 1.117450 -2.269886 0.02 0.03 0.00
C -5.854644 0.676393 0.079983 0.06 0.07 0.08
N 1.715779 3.861004 -0.638064 0.05 0.01 0.04
C 1.620459 5.285626 -0.385471 0.06 0.00 -0.04
C 2.664841 3.453365 -1.651483 0.01 0.00 0.03
H -0.914425 3.418595 2.477276 -0.02 -0.04 0.03
H 0.017900 1.994355 2.959716 0.02 -0.04 -0.06
H -0.936604 1.957412 1.463812 -0.11 0.23 0.11
H 1.965398 3.234066 3.064032 0.02 -0.02 -0.02
H 1.510811 4.792721 2.382279 0.02 -0.01 -0.02
H 2.763900 3.808775 1.593425 0.00 0.01 0.00
H 0.411158 3.133181 -2.437214 -0.06 -0.04 -0.04
H -1.153296 2.421962 -2.072110 0.01 0.05 -0.10
H 1.313666 1.070742 -3.182859 0.00 -0.05 -0.01
H -0.267390 1.228936 -3.922888 0.03 -0.06 -0.04
H 1.239579 -1.290583 -3.667535 -0.03 -0.03 -0.01
H 0.609420 -2.205404 -2.286155 -0.08 -0.01 -0.07
H 2.667757 0.027505 -2.131779 0.01 -0.04 -0.06
H 2.935656 -1.696065 -2.051210 0.06 0.00 -0.06
H 3.087948 1.180097 2.688432 -0.02 0.02 -0.05
H 1.593924 0.253223 2.865412 -0.15 -0.07 0.00
H 1.955650 1.072001 1.317116 0.02 -0.05 0.03
H 4.137418 -2.330416 2.343354 -0.01 0.02 -0.02
H 2.953099 -1.669932 3.477099 -0.01 0.01 -0.03
H 4.496271 -0.832700 3.231547 0.05 -0.03 -0.03
H 5.441319 -0.191873 0.345646 0.00 -0.01 0.03
H 6.124041 -1.562091 -0.532781 0.01 0.03 0.01
H 5.849303 -1.688245 1.207192 -0.03 -0.03 -0.02
H 2.991248 -3.442891 -0.572051 0.03 0.04 -0.06
H 4.439238 -3.796539 0.381273 0.00 0.01 0.01
H 4.597997 -3.360147 -1.328193 -0.03 -0.05 0.00
H -1.538168 -1.764860 -2.484675 0.08 -0.04 -0.05
H -1.268796 -0.964767 -4.042308 0.00 -0.03 0.00
H -3.480884 -0.540295 -2.810511 0.01 0.01 -0.07
H -2.629157 0.875022 -3.454215 -0.06 -0.01 -0.01
H -4.434757 3.275854 0.522833 -0.01 -0.04 0.01
H -2.972909 3.429715 -0.476464 0.03 -0.01 0.02
H -2.868361 3.577627 1.285191 -0.01 0.00 0.00
H -3.535497 0.043451 1.933134 0.00 -0.02 0.01
H -4.509505 1.511559 2.192861 0.01 0.01 0.00
H -2.809780 1.478897 2.656044 0.02 0.02 -0.03
H -4.597243 1.514308 -2.933520 -0.01 -0.01 0.03
H -6.150210 1.866857 -2.196644 0.00 -0.01 0.00
H -5.787091 0.210304 -2.701236 0.03 0.01 -0.03
H -5.504495 0.007925 0.860595 -0.01 0.00 -0.02
H -6.703302 0.196484 -0.404513 0.01 -0.01 -0.02
H -6.203807 1.616219 0.517707 0.00 -0.01 0.00
H 0.753271 5.499991 0.235012 0.02 0.00 0.02
H 1.492830 5.808390 -1.337626 -0.02 0.01 0.02
H 2.516327 5.686154 0.098996 -0.02 -0.01 0.01
H 2.641764 2.369720 -1.753375 0.02 0.03 -0.01
H 3.675800 3.751032 -1.355703 -0.01 0.00 -0.01
H 2.452282 3.914107 -2.621607 -0.01 -0.05 -0.01
O -3.430507 -1.982369 1.747015 0.07 -0.07 -0.17
C -2.558443 -2.285318 0.952443 -0.58 -1.04 0.53
O -2.307586 -1.660714 -0.159206 -0.88 -0.35 0.08
C -1.709634 -3.545748 1.186442 0.04 0.33 -0.31
C -1.067069 -3.958449 -0.145763 -0.15 -0.38 0.10
C -0.436508 -5.350258 -0.050615 0.02 0.12 -0.05
C 0.833276 -5.058699 0.779503 -0.03 0.11 -0.02
C 0.676127 -3.558496 1.035760 0.09 -0.24 0.22
O 0.079361 -3.071758 -0.189511 0.08 -0.05 0.14
C -0.447046 -3.312136 2.071568 -0.08 0.33 -0.15
C -0.184847 -1.920370 2.666899 0.37 -0.68 0.90
O 0.508055 -1.865529 3.669353 -0.18 0.21 -0.25
O -0.606789 -0.883644 2.010023 0.09 -0.22 0.89
H -2.362434 -4.307245 1.606677 0.03 -0.02 0.05
H -1.702805 -3.807622 -1.011784 0.06 0.09 -0.02
H -0.189873 -5.726251 -1.042414 0.00 -0.03 0.01
H -1.111186 -6.059098 0.426008 0.00 -0.02 0.00
H 1.740951 -5.257914 0.210061 -0.02 -0.03 0.00
H 0.881556 -5.622311 1.708946 0.03 0.01 0.01
H 1.600442 -3.030453 1.253349 -0.05 0.06 -0.05
H -0.383351 -4.017749 2.894353 0.01 0.00 0.02
```
Forces are in eV/Å.

Löwdin atomic charge list, values in e, 99 entries:
1. Tb 1.7170
2. C -0.0495
3. N -0.1483
4. C -0.0522
5. C -0.3942
6. N 0.0075
7. C -0.2003
8. C -0.1399
9. N -0.2704
10. C -0.1833
11. C -0.1899
12. N 0.0377
13. C -0.4027
14. N -0.1178
15. C -0.0398
16. C -0.0306
17. N -0.1842
18. C -0.0537
19. C -0.0548
20. C -0.1746
21. C -0.1882
22. N -0.0193
23. C -0.3780
24. N -0.1817
25. C -0.0544
26. C -0.0678
27. N -0.1114
28. C -0.0406
29. C -0.0274
30. N -0.1782
31. C -0.0504
32. C -0.0463
33. H 0.0997
34. H 0.0963
35. H 0.0257
36. H 0.0886
37. H 0.0941
38. H 0.0970
39. H 0.1069
40. H 0.0926
41. H 0.1045
42. H 0.1331
43. H 0.1402
44. H 0.1108
45. H 0.1054
46. H 0.1061
47. H 0.0993
48. H 0.0780
49. H 0.0633
50. H 0.0829
51. H 0.0864
52. H 0.0989
53. H 0.0983
54. H 0.0938
55. H 0.0800
56. H 0.0748
57. H 0.0964
58. H 0.0957
59. H 0.1034
60. H 0.1375
61. H 0.1238
62. H 0.1155
63. H 0.0905
64. H 0.0935
65. H 0.0788
66. H 0.0601
67. H 0.0863
68. H 0.0865
69. H 0.0790
70. H 0.0989
71. H 0.0976
72. H 0.0847
73. H 0.0973
74. H 0.0918
75. H 0.0956
76. H 0.0950
77. H 0.0906
78. H 0.0766
79. H 0.0969
80. H 0.0942
81. O 0.0730
82. C -0.5917
83. O -0.2066
84. C -0.0790
85. C -0.2457
86. C -0.0756
87. C -0.0809
88. C -0.2487
89. O -0.1352
90. C -0.0711
91. C -0.5499
92. O 0.0750
93. O -0.2043
94. H 0.1628
95. H 0.1551
96. H 0.1180
97. H 0.1234
98. H 0.1061
99. H 0.1247


The following is a DFT calculation (wB97M-V/def2-TZVPD) of a cluster of 7 separate species, C19H27F5O17S2 in total at a distorted geometry.

Properties
E_tot in Ha: -3314.96521
Lowest unoccupied orbital energy in eV: 0.3
HOMO in eV: -9.23

```
70
Properties=species:S:1:pos:R:3:forces:R:3
C -9.858760 15.404439 6.425081 -0.50 -1.90 3.57
C -11.026647 15.504576 7.453120 -0.58 -0.83 -1.85
O -11.737889 16.621952 6.998895 -0.06 -0.19 0.44
C -10.995788 17.290708 6.079499 -1.28 0.64 0.38
O -11.305294 18.368721 5.689563 0.34 -0.07 -0.36
O -9.973117 16.547895 5.717338 1.14 1.50 -2.51
F -10.624652 15.698962 8.696765 0.99 0.67 1.63
H -9.796193 14.437482 5.949828 -0.48 0.07 -1.09
H -8.997156 15.405650 7.063708 0.92 0.36 0.17
H -11.679912 14.654667 7.514011 -0.40 -0.44 -0.43
C -10.580643 8.786380 5.222933 -0.72 -0.25 1.79
C -10.016359 8.761416 6.692119 0.58 -1.34 -4.29
O -9.749993 10.076422 6.930116 -0.19 -1.32 2.23
C -9.750680 10.757636 5.801280 0.36 1.88 -0.28
O -9.412333 11.894916 5.810185 0.13 1.06 -0.65
O -10.161140 10.081813 4.749831 -0.21 -1.47 -0.37
F -8.816835 8.051001 6.524600 0.02 0.28 1.09
H -11.660986 8.768486 5.357187 -0.08 0.15 -0.69
H -10.220632 7.900378 4.687177 0.14 0.78 -0.28
H -10.675245 8.174761 7.290832 -0.14 0.35 1.35
C -14.484964 18.081370 0.356211 1.54 -0.79 -0.07
C -13.139205 18.785938 0.027845 -1.20 0.18 1.84
O -12.195998 17.864095 0.523841 0.27 0.01 -0.23
C -12.768530 16.925668 1.348121 0.91 -0.78 0.94
O -12.173138 16.044172 1.944322 -0.94 1.90 -1.42
O -14.075681 17.144958 1.441322 -0.89 0.47 -1.40
F -13.033306 20.018295 0.691587 0.09 -1.16 -0.19
H -14.804839 17.565783 -0.576301 0.03 -0.20 0.95
H -15.263923 18.693477 0.752879 -0.29 0.53 0.17
H -13.017964 19.032112 -1.005239 0.46 -0.28 -0.61
C -14.072588 13.487439 0.769451 0.47 -0.53 -0.83
C -15.444031 12.941845 1.114455 0.09 -0.83 -0.68
O -16.239009 13.087615 -0.058830 2.03 1.11 0.45
C -15.539385 14.001589 -0.841974 -1.78 -1.00 -1.40
O -15.970508 14.358319 -1.887803 -0.22 0.56 -0.27
O -14.350600 14.320497 -0.385538 0.72 0.15 1.47
F -15.966774 13.732321 2.072911 -0.56 0.34 0.80
H -13.316405 12.771347 0.440013 -0.52 -0.39 -0.01
H -13.600122 13.997903 1.592160 -0.35 0.73 0.00
H -15.463903 11.897590 1.390609 -0.04 -0.01 0.42
C -15.084915 12.310390 8.211487 -0.33 -0.53 -0.48
C -13.823301 13.082385 8.140417 0.53 -0.33 -0.37
O -13.028974 12.354973 7.193205 0.32 -0.69 0.60
C -13.416634 11.033764 7.223165 -2.70 0.86 1.47
O -12.893025 10.065276 6.806515 0.99 0.09 -0.50
O -14.656846 10.963245 7.856463 0.69 0.79 -0.18
F -13.189860 13.157808 9.364178 0.03 -0.18 -0.69
H -15.806542 12.724927 7.476393 0.36 -0.52 0.43
H -15.486219 12.390016 9.219425 -0.14 -0.48 -0.08
H -13.993826 14.054661 7.746648 0.39 0.71 0.02
C -14.577174 17.655430 7.121301 -2.02 -1.71 -1.02
S -14.991136 15.893148 6.702168 1.69 1.05 -1.81
O -15.878213 15.297546 7.689473 -1.35 -0.59 1.82
C -16.014711 16.032965 5.211100 0.64 0.44 0.05
H -14.029460 17.584178 8.034575 0.54 0.23 0.38
H -15.573137 18.094148 7.259340 0.47 0.46 -0.04
H -14.028648 17.969182 6.236598 0.16 0.52 0.32
H -16.137586 14.966192 4.921217 -0.37 0.90 0.03
H -15.467729 16.589229 4.435841 -0.01 -0.35 0.10
H -16.923775 16.607212 5.440810 0.05 -0.62 0.00
C -12.958178 14.019931 4.288015 1.41 -1.15 0.59
S -12.503166 12.281420 3.790965 -1.83 0.94 0.12
O -13.768166 11.759712 3.162971 0.31 -0.18 0.01
C -11.340113 12.622306 2.479001 0.62 1.53 0.07
H -11.984574 14.501118 4.476594 -0.51 0.16 0.13
H -13.552481 13.912248 5.188156 0.23 -0.07 0.25
H -13.546480 14.569901 3.588540 -0.12 0.10 -0.90
H -11.399753 13.689353 2.092211 0.29 -1.26 0.67
H -11.543792 11.958596 1.654115 -0.02 -0.46 -0.05
H -10.385806 12.367088 2.974952 -0.10 0.40 -0.68
```
Forces are in eV/Å.

For reference, the natural (NBO) charges in units of e are:
1. C -0.1439
2. C 0.4501
3. O -0.5150
4. C 0.9776
5. O -0.5700
6. O -0.4627
7. F -0.3271
8. H 0.2316
9. H 0.2037
10. H 0.1557
11. C -0.1309
12. C 0.4342
13. O -0.4641
14. C 0.9841
15. O -0.6093
16. O -0.4703
17. F -0.3695
18. H 0.2185
19. H 0.2179
20. H 0.1873
21. C -0.1290
22. C 0.4398
23. O -0.4854
24. C 0.9959
25. O -0.6049
26. O -0.4846
27. F -0.3494
28. H 0.2180
29. H 0.2270
30. H 0.1789
31. C -0.1259
32. C 0.4250
33. O -0.4852
34. C 0.9586
35. O -0.5791
36. O -0.4845
37. F -0.3442
38. H 0.2009
39. H 0.2267
40. H 0.1971
41. C -0.1366
42. C 0.4243
43. O -0.5170
44. C 0.9991
45. O -0.5876
46. O -0.4962
47. F -0.3419
48. H 0.2211
49. H 0.2289
50. H 0.1858
51. C -0.7809
52. S 1.2154
53. O -1.0173
54. C -0.8258
55. H 0.2462
56. H 0.2243
57. H 0.2455
58. H 0.2513
59. H 0.2338
60. H 0.2387
61. C -0.7846
62. S 1.2414
63. O -1.0226
64. C -0.8663
65. H 0.2172
66. H 0.2190
67. H 0.2314
68. H 0.2584
69. H 0.2456
70. H 0.2559


The following is a DFT calculation (wB97M-V/def2-TZVPD) of a structure of composition C2H2I2OS at a distorted geometry.

Properties
ΔE to the lowest compared entry with this formula, charge and spin in kJ/mol: 22.2
E_tot in Ha: -1146.16936
Lowest unoccupied orbital energy in eV: -0.7
HOMO in eV: -9.42

```
8
Properties=species:S:1:pos:R:3:forces:R:3
C 0.827893 0.052224 -0.882891 -4.75 1.78 2.63
C -0.469902 0.147806 0.187779 0.23 0.08 -1.08
O 1.708329 -0.662968 -0.785310 3.38 -3.04 0.51
S -0.072697 0.146948 1.931319 1.11 -1.97 -0.93
I -1.870037 -1.479222 -0.383774 0.57 0.50 0.11
I -1.413100 2.057748 -0.223768 0.16 -0.35 0.07
H 0.678286 0.827700 -1.559641 -0.04 1.53 -2.02
H 0.611228 -1.090238 1.716288 -0.67 1.47 0.72
```
Forces are in eV/Å.

For reference, the natural (NBO) charges in units of e are:
1. C 0.4496
2. C -0.6315
3. O -0.4552
4. S 0.0577
5. I 0.1368
6. I 0.1713
7. H 0.1189
8. H 0.1524